[1]
Molecular formula: C3H7FIN2
Method: DFT, ωB97M-V with the def2-TZVPD basis set

## Properties
Kohn-Sham gap (spin up / spin down): 7.23 / 9.24 eV
LUMO (spin up / spin down): -5.198 / -4.451 eV
HOMO energy (spin up / spin down): -0.4567 / -0.5030 hartree
calculated total energy: -625.1679 Eh
relative energy (zero: lowest compared OMol25 entry of this formula, charge and spin): 412.0 kJ/mol

The geometry in ORCA input format:
```
! wB97M-V def2-TZVPD RIJCOSX def2/J DEFGRID3
* xyz 1 1
C 0.26789 0.32342 0.09835
C 1.43062 -1.65083 -0.56794
C -2.33996 1.15104 0.30217
N 1.04656 1.28246 0.56224
N 0.20671 -0.90912 -0.26519
F -2.49322 2.16697 -0.60193
I -3.23585 -0.56976 -0.15886
H 2.25119 -1.26840 0.11504
H 1.64434 -1.28128 -1.48256
H 1.12019 -2.65257 -0.45841
H -1.95222 1.53223 1.29690
H 0.69354 1.99832 1.17263
H 2.00877 1.05795 0.59644
H -0.64854 -1.18045 -0.60888
*
```

[2]
Molecular formula: C3H7FN2O
Method: DFT, ωB97M-V with the def2-TZVPD basis set

## Properties
Kohn-Sham gap: 10.10 eV
LUMO: 0.761 eV
HOMO energy: -0.3432 hartree
calculated total energy: -402.9485 Eh
relative energy (zero: lowest compared OMol25 entry of this formula, charge and spin): 422.4 kJ/mol
structure (SMILES): N/N=C(\CO)CF

The geometry in ORCA input format:
```
! wB97M-V def2-TZVPD RIJCOSX def2/J DEFGRID3
* xyz 0 1
C 0.15303 0.52581 -0.32451
C 0.51862 -0.77966 0.65361
C 1.16258 1.51304 -0.62398
H -1.63648 -1.46671 -0.14503
H -2.67301 -0.50508 -1.16953
H 0.77219 -1.47647 -0.11135
H 1.50287 -0.33142 1.24281
H -1.21713 -1.21928 1.75946
H 1.18289 2.17194 0.36864
H 1.31062 1.97131 -1.74083
N -2.03239 -0.42486 -0.31527
N -1.08552 0.61175 -0.82376
O -0.20322 -1.00073 1.77638
F 2.24495 0.41035 -0.54665
*
```

[3]
Molecular formula: C3H7FN2S
Method: DFT, ωB97M-V with the def2-TZVPD basis set

## Properties
Kohn-Sham gap: 8.52 eV
LUMO: 0.152 eV
HOMO energy: -0.3075 hartree
calculated total energy: -725.8569 Eh
relative energy (zero: lowest compared OMol25 entry of this formula, charge and spin): 540.9 kJ/mol

The geometry in ORCA input format:
```
! wB97M-V def2-TZVPD RIJCOSX def2/J DEFGRID3
* xyz 0 1
C 0.12605 1.72843 0.65235
C 0.11834 0.77361 -0.67624
C -0.85791 -0.39866 -0.32686
H 0.50064 1.11981 1.42047
H 0.79896 2.46175 0.28548
H -0.93109 2.30306 0.78362
H -0.23712 1.20731 -1.68726
H -1.34009 -2.06909 0.80092
H 1.37430 -2.39697 -1.00095
H 1.32092 -0.88695 0.75097
N -0.54200 -1.65850 0.05384
N 0.90418 -2.06709 0.23414
F 1.31746 0.11686 -0.93122
S -2.55265 -0.23359 -0.35927
*
```